The following is a DFT calculation (wB97M-V/def2-TZVPD) of a cluster of 9 separate species, C50H121N7O14 in total at a distorted geometry.

E_LUMO	0.2	eV
multiplicity	1
energy above the lowest of the compared OMol25 structures with the same formula, charge and spin	203.8	kcal per mole
largest force on an atom	4.4	eV/Å
gap between HOMO and LUMO	7.9	eV
SMILES	CC1(C)CCCC(C)(C)N1O.CC1(C)CCCC(C)(C)N1O.COCCNCCOC.COCCNCCOC.COCCNCCOC.COCCNCCOC.COCCNCCOC.CO.CO

XYZ file:
```
192
C50H121N7O14 | the OMol25 dataset | wB97M-V/def2-TZVPD
C 20.60 26.29 -27.24
O 21.65 27.15 -27.06
C 22.69 27.13 -27.94
C 23.93 27.89 -27.58
N 24.83 28.01 -28.73
C 26.23 28.29 -28.40
C 26.73 29.60 -27.74
O 26.05 30.67 -28.50
C 26.69 30.92 -29.74
H 19.97 26.37 -28.13
H 19.90 26.31 -26.40
H 21.05 25.29 -27.30
H 22.23 27.65 -28.79
H 22.93 26.12 -28.28
H 24.48 27.36 -26.81
H 23.66 28.85 -27.14
H 24.56 28.84 -29.24
H 26.83 28.16 -29.30
H 26.51 27.47 -27.73
H 27.81 29.60 -27.58
H 26.28 29.72 -26.75
H 26.58 32.00 -29.84
H 26.13 30.53 -30.59
H 27.68 30.56 -30.02
C 12.96 9.35 -38.59
O 14.19 9.89 -38.19
C 15.08 8.98 -37.51
C 16.29 9.77 -36.94
N 17.17 10.17 -38.09
C 18.13 11.23 -37.72
C 17.68 12.71 -37.77
O 17.24 13.03 -36.46
C 17.02 14.48 -36.26
H 13.27 8.42 -39.08
H 12.48 9.90 -39.40
H 12.34 9.19 -37.71
H 15.49 8.23 -38.18
H 14.60 8.40 -36.72
H 16.77 9.02 -36.32
H 16.03 10.61 -36.30
H 16.43 10.49 -38.69
H 19.07 11.12 -38.28
H 18.50 11.11 -36.70
H 17.04 12.88 -38.63
H 18.62 13.24 -37.96
H 16.30 14.83 -36.99
H 17.92 15.04 -36.51
H 16.70 14.74 -35.25
C 12.61 13.55 -24.26
O 13.96 13.84 -23.92
C 14.39 13.83 -22.56
C 15.61 13.01 -22.28
N 16.59 12.83 -23.32
C 17.15 14.11 -23.74
C 18.13 14.06 -24.92
O 17.54 13.60 -26.17
C 16.62 14.42 -26.84
H 12.07 14.50 -24.32
H 12.19 13.00 -23.42
H 12.61 13.04 -25.22
H 13.59 13.55 -21.88
H 14.69 14.88 -22.48
H 15.42 12.00 -21.90
H 16.04 13.57 -21.45
H 16.39 12.35 -24.19
H 17.53 14.77 -22.97
H 16.39 14.80 -24.10
H 18.73 13.21 -24.60
H 18.79 14.93 -24.90
H 15.89 14.93 -26.21
H 16.10 13.72 -27.49
H 17.22 15.12 -27.42
C 29.39 18.83 -18.30
O 28.31 19.01 -19.30
C 27.40 17.88 -19.35
C 26.03 18.38 -19.80
N 25.22 17.27 -20.19
C 24.48 17.49 -21.48
C 23.14 18.20 -21.22
O 22.60 18.27 -22.55
C 21.42 19.06 -22.59
H 30.12 18.08 -18.59
H 28.87 18.53 -17.39
H 29.90 19.77 -18.07
H 27.14 17.34 -18.44
H 27.79 17.06 -19.96
H 26.18 19.16 -20.55
H 25.60 18.90 -18.94
H 25.92 16.55 -20.21
H 24.33 16.67 -22.18
H 25.21 17.90 -22.19
H 23.26 19.18 -20.76
H 22.49 17.65 -20.55
H 21.30 19.40 -23.62
H 21.55 19.93 -21.94
H 20.50 18.56 -22.32
C 10.73 21.81 -27.97
O 11.08 22.24 -29.26
C 12.48 22.19 -29.59
C 13.17 23.38 -29.12
N 12.67 24.70 -29.58
C 12.58 24.92 -31.03
C 12.04 26.35 -31.45
O 12.98 27.02 -32.35
C 14.27 27.39 -31.80
H 10.79 20.73 -27.90
H 9.71 22.05 -27.66
H 11.31 22.34 -27.22
H 12.70 21.95 -30.63
H 12.89 21.27 -29.19
H 14.21 23.25 -29.42
H 13.19 23.24 -28.04
H 11.72 24.53 -29.30
H 11.84 24.17 -31.33
H 13.47 24.76 -31.64
H 11.82 26.83 -30.49
H 11.04 26.28 -31.87
H 14.70 28.16 -32.44
H 14.97 26.56 -31.81
H 14.26 27.77 -30.77
C 8.64 16.73 -35.23
C 10.09 16.35 -35.80
C 11.10 17.23 -34.98
C 11.36 16.77 -33.58
C 11.61 15.27 -33.64
C 10.61 14.28 -34.32
N 10.31 14.86 -35.63
O 9.44 14.14 -36.36
C 11.33 12.94 -34.58
C 9.39 14.02 -33.42
C 10.06 16.81 -37.21
H 7.95 15.96 -35.58
H 8.41 17.69 -35.71
H 8.52 16.83 -34.16
H 12.10 17.32 -35.39
H 10.89 18.28 -35.20
H 10.55 16.94 -32.88
H 12.18 17.37 -33.19
H 11.73 14.88 -32.63
H 12.60 15.22 -34.10
H 10.50 12.26 -34.76
H 11.93 12.88 -35.49
H 11.91 12.66 -33.70
H 8.78 14.89 -33.17
H 8.79 13.17 -33.73
H 9.81 13.71 -32.47
H 9.18 16.40 -37.70
H 10.91 16.52 -37.82
H 9.80 17.87 -37.22
H 9.84 14.19 -37.23
C 27.87 22.98 -32.17
C 26.72 22.01 -32.29
C 27.37 20.55 -32.42
C 27.80 19.98 -31.02
C 26.73 20.05 -29.85
C 26.10 21.44 -29.78
N 25.75 22.02 -31.14
O 24.83 23.07 -31.10
C 24.89 21.27 -28.92
C 27.04 22.44 -28.96
C 26.03 22.18 -33.67
H 28.58 22.71 -31.38
H 27.54 24.01 -32.04
H 28.48 22.90 -33.07
H 26.80 19.84 -33.02
H 28.34 20.57 -32.90
H 28.71 20.50 -30.75
H 28.06 18.93 -31.15
H 27.37 19.80 -29.01
H 25.91 19.35 -30.05
H 25.10 20.61 -28.08
H 24.46 22.18 -28.51
H 24.14 20.77 -29.54
H 27.22 22.03 -27.96
H 28.01 22.63 -29.42
H 26.70 23.47 -28.87
H 25.04 21.72 -33.60
H 26.61 21.62 -34.41
H 25.96 23.23 -33.98
H 25.32 23.86 -30.88
C 17.90 20.05 -29.35
O 16.96 19.28 -30.04
H 18.72 19.48 -28.92
H 18.21 20.93 -29.90
H 17.38 20.40 -28.46
H 17.26 18.96 -30.89
C 22.12 18.13 -33.81
O 20.91 18.86 -33.71
H 22.51 18.13 -34.83
H 22.84 18.30 -33.01
H 21.92 17.08 -33.60
H 21.07 19.66 -33.22
```

---

The following is a DFT calculation (wB97M-V/def2-TZVPD) of a cluster of 9 separate species, C50H124Br2N8 in total at a distorted geometry.

E_LUMO	0.5	eV
multiplicity	1
energy above the lowest of the compared OMol25 structures with the same formula, charge and spin	67.8	kcal per mole
largest force on an atom	3.7	eV/Å
gap between HOMO and LUMO	8.7	eV
SMILES	CCN(CC)CC.CCN(CC)CC.CCN(CC)CC.CCN(CC)CC.CCN(CC)CC.CCN(CC)CC.CCN(CC)CC.CCN(CC)CC.BrCCBr

XYZ file:
```
184
C50H124Br2N8 | the OMol25 dataset | wB97M-V/def2-TZVPD
Br -11.74 -22.03 21.39
C -13.34 -20.97 21.52
C -12.90 -19.49 21.32
Br -12.19 -19.06 19.47
H -13.72 -21.07 22.52
H -14.09 -21.38 20.84
H -12.12 -19.28 21.96
H -13.72 -18.86 21.45
C -16.77 -20.11 18.72
C -17.97 -19.20 19.01
N -18.51 -19.39 20.36
C -19.82 -18.75 20.42
C -21.01 -19.33 19.67
C -17.59 -18.91 21.37
C -17.87 -19.21 22.82
H -16.19 -19.72 17.91
H -17.19 -21.09 18.45
H -16.07 -20.16 19.53
H -17.56 -18.19 18.80
H -18.79 -19.41 18.27
H -20.15 -18.74 21.51
H -19.75 -17.67 20.15
H -21.81 -18.59 19.50
H -20.73 -19.75 18.69
H -21.52 -20.06 20.31
H -17.49 -17.83 21.26
H -16.57 -19.31 21.17
H -17.66 -20.27 23.03
H -18.87 -18.90 23.22
H -17.18 -18.58 23.43
C -10.02 -18.05 27.81
C -10.94 -17.01 27.19
N -12.36 -17.32 27.15
C -12.62 -18.53 26.30
C -14.02 -19.09 26.41
C -13.08 -16.22 26.61
C -13.24 -14.96 27.39
H -10.44 -18.37 28.79
H -9.07 -17.61 27.91
H -9.98 -18.91 27.16
H -10.73 -16.14 27.89
H -10.60 -16.70 26.20
H -12.43 -18.22 25.23
H -11.81 -19.26 26.57
H -14.12 -20.09 25.94
H -14.44 -19.17 27.42
H -14.73 -18.43 25.91
H -14.07 -16.56 26.27
H -12.52 -15.91 25.69
H -12.31 -14.61 27.83
H -13.98 -14.97 28.23
H -13.48 -14.11 26.77
C -18.37 -11.99 21.60
C -18.87 -13.33 22.20
N -20.14 -13.95 21.81
C -20.03 -15.39 22.05
C -19.81 -15.82 23.50
C -21.21 -13.22 22.38
C -22.57 -13.69 21.81
H -19.22 -11.29 21.53
H -17.97 -12.24 20.64
H -17.49 -11.44 22.05
H -18.09 -14.05 22.03
H -18.94 -13.11 23.22
H -20.88 -15.91 21.62
H -19.24 -15.74 21.34
H -18.81 -15.56 23.87
H -20.48 -15.51 24.30
H -19.76 -16.97 23.48
H -21.05 -12.16 22.08
H -21.17 -13.27 23.48
H -22.51 -13.91 20.75
H -23.44 -13.04 21.98
H -22.73 -14.66 22.32
C -15.73 -11.39 12.82
C -14.89 -12.61 13.17
N -14.81 -12.90 14.62
C -13.78 -12.13 15.38
C -14.33 -11.68 16.70
C -14.81 -14.32 14.86
C -16.17 -14.98 14.64
H -15.54 -10.62 13.49
H -16.79 -11.69 12.89
H -15.46 -10.94 11.86
H -15.44 -13.43 12.74
H -13.89 -12.57 12.65
H -13.46 -11.22 14.81
H -12.93 -12.78 15.44
H -14.42 -12.56 17.40
H -15.30 -11.22 16.63
H -13.59 -11.00 17.23
H -14.08 -14.85 14.29
H -14.56 -14.54 15.89
H -16.53 -14.88 13.63
H -16.00 -16.03 14.81
H -16.92 -14.65 15.34
C -11.65 -11.97 25.27
C -11.46 -10.98 24.11
N -10.20 -11.32 23.40
C -9.96 -10.30 22.34
C -8.50 -9.96 22.00
C -10.03 -12.70 22.82
C -9.01 -13.59 23.59
H -11.78 -12.99 24.85
H -12.47 -11.87 25.92
H -10.75 -12.02 25.94
H -12.33 -11.14 23.46
H -11.43 -9.92 24.36
H -10.50 -10.51 21.38
H -10.40 -9.39 22.68
H -8.14 -9.52 22.88
H -8.02 -10.95 21.92
H -8.51 -9.30 21.10
H -9.80 -12.51 21.77
H -11.00 -13.22 22.89
H -8.14 -12.94 23.82
H -8.63 -14.43 23.01
H -9.55 -13.87 24.54
C -20.28 -15.58 30.30
C -18.99 -14.93 29.86
N -19.25 -13.68 29.09
C -18.12 -13.39 28.18
C -18.29 -14.20 26.81
C -19.49 -12.68 30.21
C -20.04 -11.39 29.72
H -21.00 -15.66 29.52
H -20.61 -15.03 31.21
H -20.07 -16.62 30.62
H -18.33 -14.76 30.75
H -18.45 -15.63 29.25
H -18.23 -12.39 27.87
H -17.17 -13.62 28.65
H -18.36 -15.25 27.03
H -19.19 -13.92 26.25
H -17.37 -14.06 26.25
H -18.57 -12.65 30.88
H -20.31 -13.19 30.67
H -20.78 -11.36 28.98
H -19.25 -10.78 29.32
H -20.36 -10.91 30.59
C -11.34 -13.34 17.55
C -11.01 -13.05 19.01
N -9.65 -12.82 19.36
C -8.85 -14.04 18.96
C -8.20 -14.62 20.25
C -9.05 -11.58 18.88
C -7.52 -11.49 19.22
H -11.01 -12.46 16.97
H -12.41 -13.63 17.37
H -10.76 -14.18 17.18
H -11.59 -12.18 19.34
H -11.42 -13.88 19.65
H -9.58 -14.83 18.53
H -8.09 -13.75 18.19
H -8.94 -15.24 20.79
H -7.19 -15.12 20.17
H -8.08 -13.74 20.91
H -9.68 -10.80 19.38
H -9.06 -11.39 17.78
H -7.06 -10.48 19.25
H -6.94 -11.97 18.41
H -7.34 -12.05 20.18
C -11.50 -16.38 22.82
C -12.51 -15.51 21.97
N -13.79 -16.16 21.85
C -14.63 -15.52 20.84
C -14.10 -15.63 19.37
C -14.47 -16.46 23.04
C -14.88 -15.27 23.97
H -10.58 -15.84 22.83
H -11.37 -17.39 22.37
H -11.82 -16.46 23.83
H -12.41 -14.47 22.39
H -12.09 -15.48 20.97
H -14.72 -14.44 21.09
H -15.62 -16.00 21.07
H -13.09 -15.32 19.27
H -14.67 -14.97 18.78
H -14.15 -16.61 18.91
H -15.33 -17.09 22.64
H -13.84 -17.18 23.66
H -14.05 -14.53 24.01
H -15.72 -14.78 23.67
H -15.07 -15.81 24.95
```